Entry from the Open Molecules 2025 dataset: a 2-piece molecular cluster, CH4FINP overall in a non-equilibrium geometry (ωB97M-V with the def2-TZVPD basis set).

E, Ha: -834.07793
HOMO level (spin up / spin down), eV: -9.44 / -8.06
Kohn-Sham gap (spin up / spin down), eV: 8.47 / 7.69
Maximum force, hartree/bohr: 0.055

CARTESIAN COORDINATES (ANGSTROEM)
C 1.0008 -0.7500 0.1800
N 1.1440 0.5482 0.6281
F -1.9369 1.9929 -0.9148
P -2.0641 1.2771 0.4882
I -2.5718 -0.9156 -0.2637
H 0.6268 -1.3935 1.0865
H 0.3106 -0.7636 -0.7815
H 1.8546 -1.2674 -0.4168
H 1.6360 1.2719 -0.0060

Forces on the atoms, in the same order (eV/Å):
C -0.3 -2.2 -1.8
N 0.9 2.6 -0.1
F 0.1 0.5 -0.6
P 0.2 0.0 0.7
I -0.3 -0.5 -0.1
H 0.5 0.8 -2.2
H 0.4 -0.1 1.9
H -0.5 0.8 1.5
H -1.0 -1.9 0.7

Entry from the Open Molecules 2025 dataset: HI5Si2 as an isolated structure in a non-equilibrium geometry (ωB97M-V with the def2-TZVPD basis set).

E, Ha: -2068.23298
HOMO level, eV: -9.40
Kohn-Sham gap, eV: 8.23
Maximum force, hartree/bohr: 0.027

CARTESIAN COORDINATES (ANGSTROEM)
Si -0.9861 0.7232 0.6764
Si -3.2045 -0.2842 0.1074
I 0.1385 1.9064 -1.1932
I -1.4772 2.5252 2.3782
I -3.3847 -0.1936 -2.3656
I -3.4651 -2.4996 1.0303
I -5.1285 1.1191 0.6228
H -0.0062 -0.0262 1.6094

Forces on the atoms, in the same order (eV/Å):
Si 0.0 0.6 1.2
Si 0.6 0.7 -0.7
I -0.4 -0.6 0.5
I -0.1 -0.5 -0.5
I 0.3 -0.4 0.3
I 0.1 0.0 0.0
I 0.2 0.0 0.5
H -0.7 0.1 -1.2

Entry from the Open Molecules 2025 dataset: C5H11N in the gas phase (ωB97M-V with the def2-TZVPD basis set).

E, Ha: -251.80692
HOMO level, eV: -8.82
Kohn-Sham gap, eV: 10.04
Maximum force, hartree/bohr: 0.018
SMILES: C[C@@H]1[C@H](C)N1C

CARTESIAN COORDINATES (ANGSTROEM)
C -0.5871 1.9369 0.0612
C -0.4460 0.5314 -0.5880
C 0.6875 -0.5030 -0.4839
C 2.0600 -0.1635 0.0501
N -0.4392 -0.5127 0.3974
C -1.3931 -1.5797 0.4655
H -0.4457 1.8525 1.1420
H -1.5844 2.4065 -0.0617
H 0.1227 2.6585 -0.3315
H -0.9960 0.4523 -1.5334
H 0.7187 -1.3520 -1.2055
H 2.5855 -1.0115 0.5105
H 2.6901 0.2085 -0.7668
H 1.9518 0.6237 0.7972
H -2.3497 -1.1562 0.7943
H -1.0200 -2.2653 1.2308
H -1.5551 -2.1264 -0.4782

Forces on the atoms, in the same order (eV/Å):
C 0.3 -0.2 -0.2
C -0.2 0.4 0.1
C 0.2 0.0 0.1
C -0.1 0.2 0.1
N 0.0 0.1 0.2
C -0.1 -0.2 0.0
H 0.2 -0.1 -0.2
H 0.3 -0.6 -0.3
H 0.2 0.1 -0.1
H -0.2 -0.4 0.4
H -0.3 0.9 0.0
H -0.3 0.1 -0.1
H -0.1 0.0 0.1
H 0.2 0.0 0.0
H 0.1 -0.2 0.0
H -0.3 -0.2 -0.1
H 0.1 0.1 0.0

Entry from the Open Molecules 2025 dataset: a 9-piece molecular cluster, C23H64BN18O13P2 overall in a non-equilibrium geometry (ωB97M-V with the def2-TZVPD basis set).

E, Ha: -3586.46324
HOMO level, eV: -3.28
Kohn-Sham gap, eV: 4.81
Maximum force, hartree/bohr: 0.037
Total charge: -1

CARTESIAN COORDINATES (ANGSTROEM)
C -3.1413 2.1839 -1.3425
C -2.3804 1.2927 -1.0591
C -1.4038 0.2761 -0.6830
O -0.1422 0.3951 -1.2314
B 0.6447 -0.6754 -0.6380
O 0.7195 -1.9700 -1.3112
C 0.3714 -2.0271 -2.6735
C 1.4081 -1.4437 -3.6570
N 1.1870 -0.0362 -4.0172
C 2.4149 0.7356 -4.1965
C 2.2174 2.2662 -3.9965
C 2.8640 2.8015 -2.7012
O 2.9229 2.9134 -5.0855
P 2.5100 -0.1214 -0.2291
C 3.6350 -1.5954 -0.5346
C 2.7061 0.1773 1.5981
O -0.0351 -0.8346 0.7102
C -1.0528 0.0866 0.8351
C -0.7664 1.3284 1.6858
C -0.0673 2.4783 0.9486
C -0.3178 3.8788 1.5913
C -0.5504 4.8939 0.4625
N -0.1894 6.2798 0.8503
P -2.4481 -0.7836 1.6904
O -2.9073 -2.0344 0.9859
H -3.7620 2.9126 -1.7832
H -1.8967 -0.6834 -0.9129
H 0.3428 -3.1013 -2.9121
H -0.6328 -1.6484 -2.8985
H 2.4201 -1.6702 -3.3313
H 1.2497 -2.0273 -4.5831
H 0.6598 0.0291 -4.8741
H 3.1975 0.4131 -3.5115
H 2.8102 0.5976 -5.2161
H 1.1669 2.5303 -4.0728
H 3.4821 3.6638 -2.9690
H 2.1302 3.1531 -1.9782
H 3.5198 2.0696 -2.2399
H 3.8474 2.6619 -5.0280
H 3.1493 -2.5195 -0.2120
H 4.5118 -1.4398 0.1009
H 3.9917 -1.6337 -1.5623
H 2.5414 1.2107 1.8869
H 3.7482 -0.0567 1.8436
H 2.0955 -0.4888 2.2141
H -0.0958 1.0218 2.4958
H -1.6575 1.7348 2.1796
H -0.3877 2.5594 -0.0882
H 1.0126 2.3561 0.8991
H 0.6106 4.1911 2.0693
H -1.1428 3.8661 2.3043
H 0.1264 4.6021 -0.3502
H -1.5627 4.8276 0.0582
H 0.7071 6.4899 0.4029
H -0.8338 6.8953 0.3662
H -2.0594 -1.1759 2.9972
H -3.5648 0.0809 1.8406
C 1.8562 8.7488 -1.0044
O 1.5771 7.5845 -0.7898
N 1.2471 9.7794 -0.3431
N 2.7988 9.1194 -1.9218
H 1.4593 10.7450 -0.5018
H 0.5516 9.5371 0.3390
H 3.2620 8.3837 -2.4231
H 3.0441 10.0709 -2.1148
C 4.7996 -4.3310 -4.8022
O 5.8006 -3.6404 -4.8729
N 3.9820 -4.3423 -3.7117
N 4.4098 -5.1610 -5.8229
H 3.1553 -4.9039 -3.6403
H 4.2314 -3.7455 -2.9426
H 4.9858 -5.1788 -6.6423
H 3.5907 -5.7365 -5.7890
C 3.1196 1.9493 5.1348
O 2.2184 2.1179 4.3332
N 4.0051 2.9442 5.4653
N 3.3369 0.7674 5.7730
H 4.7538 2.8190 6.1194
H 3.8843 3.8324 5.0171
H 2.7143 0.0122 5.5555
H 4.0829 0.6240 6.4378
C 6.7264 0.2868 7.9803
O 5.8266 0.4396 7.1703
N 7.5911 1.2895 8.3122
N 6.9395 -0.9002 8.6165
H 8.3363 1.1847 8.9730
H 7.4621 2.1749 7.8597
H 6.3209 -1.6574 8.3922
H 7.6713 -1.0501 9.2836
C -3.3201 -2.7576 -3.4932
O -2.5460 -3.4829 -4.1000
N -4.3290 -2.0760 -4.1064
N -3.2430 -2.5689 -2.1410
H -4.9780 -1.4806 -3.6180
H -4.4182 -2.1873 -5.0980
H -2.5103 -3.0488 -1.6486
H -3.8655 -1.9723 -1.6237
C -4.5324 -6.0729 0.2310
O -5.4607 -6.8317 0.4848
N -3.9583 -5.2669 1.1679
N -4.0003 -5.9607 -1.0243
H -3.2020 -4.6308 0.9747
H -4.3238 -5.3102 2.1059
H -4.3991 -6.5316 -1.7455
H -3.2444 -5.3433 -1.2560
C -7.1852 -2.7209 -1.7386
O -6.8767 -1.6266 -2.1945
N -6.2689 -3.6335 -1.3331
N -8.4924 -3.1088 -1.6011
H -6.5041 -4.5352 -0.9566
H -5.2981 -3.3765 -1.4171
H -9.1968 -2.4579 -1.8922
H -8.7702 -3.9980 -1.2315
C -6.1996 -3.3228 3.0827
O -5.2943 -3.8847 3.6799
N -7.4421 -3.1511 3.6407
N -6.0597 -2.8257 1.8260
H -8.2016 -2.6949 3.1742
H -7.5806 -3.5072 4.5670
H -5.1618 -2.9208 1.3731
H -6.8013 -2.3644 1.3346

Forces on the atoms, in the same order (eV/Å):
C 0.5 -0.8 -0.1
C 0.2 1.0 0.1
C -0.8 -0.5 1.0
O -0.1 0.1 -1.1
B 0.6 -0.6 1.3
O -0.6 0.7 -0.4
C 0.7 -0.8 -0.1
C -1.5 -0.2 -1.0
N 1.1 0.1 0.8
C -0.5 0.4 -0.2
C 1.6 -0.4 0.0
C -0.3 0.2 -0.2
O -0.7 0.4 -0.5
P 1.0 1.1 -0.8
C -0.4 0.2 1.0
C 0.3 -0.9 -0.1
O 0.1 -0.2 0.6
C -1.1 0.1 0.4
C 1.1 0.3 -0.2
C -0.4 0.9 0.2
C 0.5 -0.3 -1.0
C 0.7 0.1 0.2
N -0.3 -0.3 -0.2
P -0.3 -1.7 -0.9
O -0.3 0.0 -0.2
H -0.3 0.3 0.1
H 0.3 0.0 -0.4
H -0.1 0.0 0.0
H 0.1 0.3 0.1
H 0.1 0.3 0.2
H 0.2 -0.2 0.2
H -0.2 -0.1 0.1
H -0.2 -0.3 0.2
H 0.1 0.1 0.0
H 0.0 0.1 -0.2
H -0.2 0.1 0.0
H 0.0 -0.3 0.2
H -0.2 -0.1 0.2
H 0.1 -0.1 0.1
H 0.1 -0.2 -0.3
H 0.1 0.0 -0.1
H -0.2 -0.1 -0.1
H -0.2 0.0 -0.1
H 0.0 0.1 0.0
H -0.2 0.2 0.0
H -0.1 -0.2 0.1
H -0.2 -0.2 -0.3
H -0.2 -0.3 0.0
H 0.0 -0.4 0.0
H -0.2 0.1 0.5
H 0.1 0.1 0.1
H -0.2 -0.1 -0.1
H -0.1 0.0 0.1
H -0.6 0.0 0.5
H 0.0 0.1 0.1
H 0.1 0.7 0.0
H 0.4 0.3 0.2
C 0.0 0.1 0.0
O 0.4 0.3 -0.4
N -0.1 0.0 0.1
N 0.1 0.0 -0.1
H 0.0 0.0 0.0
H 0.0 0.0 0.0
H 0.0 0.0 0.0
H 0.0 0.0 0.0
C -0.1 0.0 0.1
O 0.0 -0.1 -0.1
N 0.2 0.0 0.1
N 0.1 -0.1 -0.1
H 0.0 0.1 0.0
H -0.1 0.0 0.0
H 0.0 0.0 0.0
H 0.0 0.0 0.0
C 0.0 -0.2 0.0
O 0.0 0.2 0.0
N 0.1 0.3 0.0
N -0.1 -0.1 0.3
H 0.0 -0.2 0.0
H 0.0 0.0 0.0
H 0.0 0.0 -0.1
H -0.1 0.0 -0.3
C 0.1 -0.1 0.1
O 0.1 0.1 0.1
N 0.0 0.1 0.0
N -0.1 -0.1 0.0
H 0.0 0.0 0.0
H 0.0 0.0 0.0
H 0.0 0.0 0.0
H 0.0 0.0 0.0
C -0.1 0.2 0.0
O -0.1 -0.1 0.0
N -0.1 0.1 -0.1
N -0.2 -0.4 0.1
H 0.0 -0.1 0.1
H 0.0 0.0 0.0
H 0.2 0.3 0.1
H 0.2 0.2 0.0
C 0.4 0.3 0.4
O -0.1 0.1 -0.2
N -0.1 -0.3 -0.1
N -0.1 -0.1 -0.2
H 0.0 0.1 0.0
H 0.0 0.2 0.0
H 0.0 0.0 0.0
H 0.0 0.0 0.0
C 0.2 -0.2 0.0
O 0.0 0.1 0.0
N 0.0 0.1 0.0
N -0.2 0.2 0.0
H 0.0 0.0 0.0
H 0.0 -0.3 -0.1
H 0.0 0.0 0.0
H 0.1 0.0 0.0
C 0.0 0.1 -0.3
O 0.0 -0.1 0.1
N -0.1 0.0 0.2
N 0.1 0.0 0.0
H 0.0 0.0 0.0
H 0.0 0.0 0.0
H 0.1 0.1 0.1
H 0.0 0.0 0.0

Entry from the Open Molecules 2025 dataset: C4H5NO2 in the gas phase in a non-equilibrium geometry (ωB97M-V with the def2-TZVPD basis set).

E, Ha: -360.60985
HOMO level, eV: -8.47
Kohn-Sham gap, eV: 9.48
Maximum force, hartree/bohr: 0.040
SMILES: COc1cocn1

CARTESIAN COORDINATES (ANGSTROEM)
C 2.4778 -0.3271 0.0677
C 0.1746 0.2527 -0.0501
C -0.9126 1.1161 0.0121
C -1.5350 -0.9313 0.0392
H 2.2496 -1.0884 -0.7232
H 3.4276 0.2582 -0.0998
H 2.5263 -0.7347 1.1328
H -0.9854 2.2319 0.0034
H -2.2841 -1.6854 0.0409
N -0.2526 -1.0455 -0.0916
O 1.4634 0.6293 -0.0625
O -2.0128 0.3300 0.0468

Forces on the atoms, in the same order (eV/Å):
C 0.6 -0.5 0.2
C -0.6 1.3 0.0
C 1.9 0.6 -0.2
C -0.3 0.4 -0.7
H 0.9 0.2 1.0
H -1.0 -0.9 -0.1
H -0.2 0.1 -1.5
H -0.1 -1.5 0.1
H -0.2 -0.5 0.1
N -0.3 0.2 0.7
O -0.7 1.2 0.1
O -0.1 -0.5 0.3

Entry from the Open Molecules 2025 dataset: an isolated ion of composition C4H3O2 and charge +1 in a non-equilibrium geometry (ωB97M-V with the def2-TZVPD basis set).

E, Ha: -304.23147
HOMO level (spin up / spin down), eV: -14.16 / -14.16
Kohn-Sham gap (spin up / spin down), eV: 6.53 / 6.53
Maximum force, hartree/bohr: 0.104
Total charge: +1

CARTESIAN COORDINATES (ANGSTROEM)
C -0.6615 0.8403 -1.1921
C -0.8664 1.1712 -2.4675
C 0.4346 -0.7509 0.1737
C -1.4810 1.5501 -3.5581
O -1.8453 1.8854 -4.5898
O 0.1348 -0.1960 -0.9431
H -0.8307 1.6221 -0.5316
H 1.0902 -1.5031 0.1513
H 0.0853 -0.5770 1.2179

Forces on the atoms, in the same order (eV/Å):
C -1.4 3.3 -4.0
C -0.8 -1.6 0.6
C -2.8 3.2 -0.4
C 1.3 0.2 0.6
O -0.5 0.0 -0.1
O 2.4 -3.5 2.9
H -0.4 0.5 2.5
H 2.7 -3.0 -1.0
H -0.5 1.0 -1.1